No. 1
{
  "formula": "C56H42IMoN4O4S2Si",
  "method": "the ωB97M-V functional and the def2-TZVPD basis",
  "symbols": ["Mo", "C", "C", "N", "C", "C", "C", "O", "C", "C", "N", "C", "C", "C", "C", "C", "C", "I", "C", "O", "H", "H", "H", "H", "H", "H", "H", "H", "H", "H", "H", "H", "S", "C", "C", "C", "C", "N", "C", "C", "C", "S", "C", "N", "H", "H", "C", "C", "C", "C", "C", "C", "C", "C", "H", "H", "H", "H", "H", "O", "Si", "C", "C", "C", "C", "C", "C", "C", "C", "C", "C", "C", "C", "C", "C", "C", "C", "C", "C", "H", "H", "H", "H", "H", "H", "H", "H", "H", "H", "H", "H", "H", "H", "H", "C", "C", "O", "C", "C", "C", "C", "C", "C", "H", "H", "H", "H", "H", "H", "H", "H"],
  "xyz": [[0.178, -0.314, -0.810], [-1.771, 1.939, 3.041], [-2.029, 2.538, 1.692], [-2.889, 3.527, 1.619], [-3.128, 4.104, 0.427], [-2.455, 3.771, -0.718], [-2.827, 4.441, -2.012], [-3.275, 3.516, -2.997], [-1.498, 2.729, -0.664], [-0.700, 2.473, -1.843], [0.112, 1.496, -2.053], [0.766, 1.480, -3.330], [0.088, 0.923, -4.410], [0.704, 0.822, -5.645], [1.998, 1.290, -5.815], [2.663, 1.883, -4.754], [2.049, 1.982, -3.512], [3.063, 2.931, -1.966], [-1.339, 2.019, 0.542], [-0.592, 0.973, 0.686], [-2.677, 1.985, 3.645], [-0.992, 2.512, 3.553], [-1.424, 0.914, 2.955], [-3.898, 4.869, 0.409], [-1.979, 4.965, -2.459], [-3.596, 5.192, -1.806], [-3.829, 2.856, -2.563], [-0.785, 3.216, -2.634], [-0.909, 0.540, -4.247], [0.174, 0.367, -6.471], [2.492, 1.204, -6.774], [3.664, 2.271, -4.885], [-0.640, -1.797, -2.664], [0.699, -2.442, -3.584], [0.463, -3.222, -4.711], [1.517, -3.729, -5.464], [1.238, -4.529, -6.619], [1.013, -5.170, -7.548], [2.839, -3.449, -5.077], [3.074, -2.670, -3.950], [2.018, -2.163, -3.195], [2.300, -1.205, -1.776], [3.949, -3.951, -5.834], [4.840, -4.358, -6.435], [-0.555, -3.437, -5.009], [4.093, -2.452, -3.656], [-1.946, -0.292, -1.068], [-3.120, 0.017, -1.101], [-4.502, 0.376, -1.183], [-5.263, 0.040, -2.310], [-6.586, 0.443, -2.411], [-7.172, 1.188, -1.396], [-6.424, 1.531, -0.277], [-5.101, 1.131, -0.169], [-4.798, -0.538, -3.098], [-7.160, 0.176, -3.289], [-8.203, 1.505, -1.479], [-6.869, 2.121, 0.514], [-4.508, 1.417, 0.690], [1.783, 0.278, 0.291], [2.334, 0.373, 1.794], [4.213, 0.252, 1.773], [4.954, 0.161, 2.954], [6.339, 0.096, 2.935], [7.016, 0.117, 1.722], [6.299, 0.201, 0.537], [4.911, 0.269, 0.564], [1.786, -1.039, 2.930], [0.804, -0.920, 3.912], [0.456, -1.992, 4.729], [1.097, -3.211, 4.580], [2.081, -3.355, 3.608], [2.417, -2.282, 2.796], [1.840, 2.003, 2.605], [1.299, 3.023, 1.819], [0.910, 4.236, 2.372], [1.058, 4.455, 3.735], [1.609, 3.462, 4.534], [1.999, 2.254, 3.970], [4.440, 0.126, 3.910], [6.892, 0.023, 3.864], [8.098, 0.065, 1.702], [6.820, 0.210, -0.413], [4.357, 0.316, -0.363], [0.308, 0.031, 4.056], [-0.317, -1.872, 5.478], [0.829, -4.048, 5.214], [2.594, -4.303, 3.493], [3.191, -2.407, 2.045], [1.174, 2.851, 0.758], [0.481, 5.003, 1.739], [0.745, 5.395, 4.172], [1.731, 3.627, 5.598], [2.421, 1.490, 4.614], [0.178, -4.371, 0.552], [-0.439, -3.053, 0.923], [-0.010, -2.029, 0.398], [-1.548, -2.976, 1.898], [-2.140, -1.736, 2.129], [-3.170, -1.628, 3.049], [-3.607, -2.750, 3.738], [-3.022, -3.989, 3.506], [-1.996, -4.102, 2.584], [0.998, -4.188, -0.138], [-0.574, -4.999, 0.069], [0.540, -4.893, 1.441], [-1.788, -0.869, 1.582], [-3.629, -0.665, 3.230], [-4.411, -2.662, 4.458], [-3.367, -4.863, 4.043], [-1.536, -5.066, 2.409]],
  "forces_ev_per_angstrom": [[0.086, 0.422, -0.591], [-0.025, 0.033, 0.036], [-0.034, -0.047, 0.051], [-0.009, -0.036, 0.029], [0.007, 0.026, -0.053], [-0.009, 0.023, 0.018], [-0.001, 0.017, -0.003], [0.018, 0.020, -0.024], [0.016, -0.072, -0.008], [0.119, -0.054, -0.095], [-0.103, -0.236, 0.228], [-0.020, 0.052, 0.018], [0.015, -0.019, 0.020], [-0.009, -0.002, 0.000], [-0.003, 0.005, -0.028], [0.022, 0.011, 0.039], [-0.030, -0.020, -0.062], [0.005, -0.029, 0.117], [0.084, -0.031, 0.036], [-0.183, 0.086, -0.020], [0.003, 0.022, -0.018], [0.004, -0.046, -0.015], [0.014, -0.077, 0.005], [0.006, 0.009, 0.001], [0.003, 0.004, -0.004], [-0.006, 0.000, -0.003], [-0.022, -0.030, 0.029], [0.021, -0.047, 0.004], [-0.002, 0.004, -0.002], [-0.002, -0.001, -0.002], [0.002, -0.010, 0.001], [0.003, -0.003, 0.002], [0.066, -0.105, -0.005], [0.007, 0.074, 0.075], [0.044, -0.020, -0.064], [-0.003, 0.035, 0.088], [0.092, 0.007, -0.011], [-0.052, -0.017, -0.020], [-0.066, 0.054, 0.028], [0.011, -0.037, -0.043], [-0.106, 0.048, -0.019], [-0.077, 0.059, -0.037], [-0.051, -0.039, -0.017], [0.053, 0.010, -0.007], [-0.006, 0.006, 0.000], [0.007, -0.002, -0.001], [0.121, 0.159, 0.241], [-0.088, -0.348, -0.097], [-0.001, 0.173, -0.104], [-0.021, -0.016, 0.040], [0.029, -0.019, 0.003], [0.008, 0.005, 0.013], [-0.030, 0.007, -0.016], [0.044, 0.013, -0.002], [0.005, 0.007, -0.003], [-0.005, 0.001, -0.001], [-0.004, 0.001, -0.001], [0.000, 0.001, 0.009], [-0.008, -0.003, 0.016], [0.023, -0.060, 0.107], [-0.057, 0.009, -0.026], [0.006, 0.059, -0.056], [0.010, -0.004, -0.010], [-0.036, -0.003, 0.014], [0.003, 0.015, -0.025], [0.002, -0.006, 0.017], [0.027, -0.023, 0.054], [0.091, -0.039, -0.010], [-0.024, -0.019, 0.020], [-0.006, 0.048, -0.029], [-0.023, -0.018, -0.051], [-0.020, -0.020, 0.002], [-0.033, 0.015, -0.017], [0.000, 0.011, 0.001], [0.119, 0.039, 0.034], [0.039, 0.011, -0.017], [0.015, -0.005, -0.004], [0.003, 0.009, -0.012], [-0.019, -0.022, 0.013], [-0.001, 0.004, 0.009], [0.002, 0.001, 0.002], [0.002, -0.005, 0.000], [0.001, -0.001, 0.000], [-0.037, 0.015, -0.067], [-0.053, 0.050, -0.013], [-0.006, 0.004, 0.002], [0.007, -0.006, 0.017], [-0.005, -0.004, -0.013], [0.002, -0.004, 0.007], [0.021, 0.009, -0.047], [-0.009, 0.000, 0.002], [-0.007, 0.002, 0.001], [0.002, 0.001, 0.002], [-0.008, -0.007, 0.000], [-0.034, 0.083, 0.037], [0.267, 0.341, -0.202], [-0.243, -0.618, 0.558], [0.061, 0.016, -0.088], [-0.034, 0.046, 0.040], [0.022, 0.035, -0.020], [-0.004, -0.029, 0.009], [-0.003, 0.012, 0.004], [0.014, -0.006, 0.019], [0.011, 0.003, -0.005], [-0.006, 0.005, 0.001], [-0.009, 0.046, -0.033], [-0.018, -0.015, 0.019], [0.004, -0.003, -0.010], [0.001, 0.000, 0.004], [0.002, 0.001, -0.002], [0.001, -0.010, -0.009]],
  "lowdin_spin": [1.684, 0.000, 0.003, 0.005, 0.000, 0.003, 0.000, 0.001, 0.002, 0.026, -0.004, 0.003, 0.001, 0.000, 0.000, 0.000, 0.000, 0.000, 0.011, 0.033, 0.000, 0.000, 0.000, 0.000, 0.000, 0.000, 0.000, 0.000, 0.001, 0.000, 0.000, 0.000, 0.010, 0.002, 0.005, 0.005, 0.001, 0.002, 0.004, 0.005, 0.003, 0.012, 0.001, 0.001, -0.001, 0.000, -0.027, 0.038, 0.004, 0.009, -0.001, 0.010, -0.001, 0.009, 0.000, 0.000, 0.001, 0.000, 0.000, 0.054, 0.007, 0.000, 0.000, 0.000, 0.000, 0.000, 0.000, 0.001, 0.000, 0.000, 0.000, 0.000, 0.001, 0.000, 0.000, 0.000, 0.000, 0.000, 0.000, 0.000, 0.000, 0.000, 0.000, 0.000, 0.000, 0.000, 0.000, 0.000, 0.000, 0.000, 0.000, 0.000, 0.000, 0.000, 0.006, 0.024, 0.031, 0.002, 0.003, -0.001, 0.004, 0.000, 0.004, 0.000, 0.001, 0.001, -0.001, 0.000, 0.000, 0.000, 0.000],
  "multiplicity": 3,
  "relative_energy_kj_mol": 41.4,
  "max_force_ev_per_a": 0.867,
  "s2": 2.024,
  "total_charge": -1
}


No. 2
{
  "formula": "C4H10N2O",
  "method": "the ωB97M-V functional and the def2-TZVPD basis",
  "symbols": ["C", "C", "N", "C", "N", "C", "O", "H", "H", "H", "H", "H", "H", "H", "H", "H", "H"],
  "xyz": [[0.961, 1.167, 0.434], [-1.188, -1.543, 1.588], [-0.207, 1.323, -0.481], [0.431, -0.104, -0.075], [-0.074, 1.898, -1.775], [0.885, -1.109, -0.826], [-0.997, -0.266, 1.094], [-1.071, 1.478, 0.062], [-0.634, 1.317, -2.395], [0.890, 1.766, -2.083], [1.889, 1.543, 0.004], [0.720, 1.423, 1.459], [-2.233, -1.861, 1.452], [-0.951, -1.616, 2.662], [-0.552, -2.292, 1.070], [0.221, -1.690, -1.450], [1.912, -1.433, -0.740]],
  "forces_ev_per_angstrom": [[0.054, -0.392, -0.634], [0.033, -0.380, -0.004], [-0.106, -0.528, 0.540], [-1.107, 0.785, 1.519], [-0.158, -0.014, 0.373], [-0.056, -0.288, -0.383], [1.056, 0.403, -1.027], [0.340, 0.037, -0.793], [0.053, 0.002, 0.050], [-0.127, -0.077, 0.273], [-0.161, 0.032, 0.213], [0.157, 0.091, -0.132], [0.141, 0.012, 0.020], [-0.014, 0.039, -0.105], [-0.068, 0.235, -0.001], [-0.041, -0.002, -0.022], [0.004, 0.044, 0.111]],
  "lowdin_charge": [-0.023, -0.230, -0.100, -0.324, 0.088, -0.024, -0.273, 0.166, 0.096, 0.089, 0.125, 0.122, 0.069, 0.068, 0.065, 0.044, 0.041],
  "relative_energy_kj_mol": 640.2,
  "max_force_ev_per_a": 2.037
}